(1)
Density functional theory data (ωB97M-V/def2-TZVPD) for a single C4H7NO molecule.

Geometry as XYZ:
```
13
Properties=species:S:1:pos:R:3
O -2.31279 -0.87078 0.07621
N -0.59130 0.84390 -1.20091
C -0.05854 -0.11199 -0.19270
C 1.38423 -0.53467 0.03622
C -1.12882 -1.05317 0.26840
C -0.15616 1.34843 0.06935
H -0.78791 1.64659 0.89143
H 0.80542 1.85646 -0.01848
H 2.06127 -0.37489 -0.80419
H -0.78100 -1.98955 0.74931
H 1.42112 -1.56745 0.38490
H 1.75296 0.08217 0.86856
H -1.60847 0.72496 -1.12809
```

Properties
structure (SMILES)	C[C@@]1(C=O)CN1
maximum force	0.0143	hartree/bohr
HOMO	-9.64	eV

(2)
Density functional theory data (ωB97M-V/def2-TZVPD) for a single C4H7NO molecule.

Geometry as XYZ:
```
13
Properties=species:S:1:pos:R:3
O -1.82172 -0.21730 1.05316
N -1.80608 -0.00602 -2.20219
C 0.47723 0.22942 0.70421
C -1.22782 -0.13001 -1.20711
C 1.62015 0.41186 -0.28594
C -0.76213 -0.48408 0.15798
H -2.64833 -0.46911 0.62060
H 0.14966 1.19568 1.10021
H 1.32581 1.07386 -1.10683
H 2.48192 0.86370 0.21649
H -0.54924 -1.56293 0.09997
H 1.95043 -0.54063 -0.71420
H 0.81012 -0.36443 1.56363
```

Properties
structure (SMILES)	CC[C@@H](O)C#N
maximum force	0.0223	hartree/bohr
HOMO	-11.23	eV

(3)
Density functional theory data (ωB97M-V/def2-TZVPD) for a single C4H7NO molecule.

Geometry as XYZ:
```
13
Properties=species:S:1:pos:R:3
O -0.92237 -1.04094 -1.33194
N 0.11486 1.78425 2.39620
C -0.37786 0.01700 -0.56923
C -0.76332 -0.18653 0.90995
C 1.12344 0.16949 -0.77569
C -0.29332 0.91189 1.75563
H -1.85242 -0.27334 0.98443
H -0.32825 -1.12212 1.28645
H 1.67048 -0.69936 -0.38553
H -0.87581 0.92555 -0.92498
H -0.34243 -1.80749 -1.23575
H 1.33938 0.26301 -1.84367
H 1.50761 1.05857 -0.26587
```

Properties
structure (SMILES)	C[C@@H](O)CC#N
maximum force	0.0216	hartree/bohr
HOMO	-10.92	eV

Values for E_LUMO, eV, ordered as above
0.76; 0.76; 0.70
Values for relative energy (zero: lowest compared OMol25 entry of this formula, charge and spin), kJ/mol, ordered as above
242.0; 117.7; 88.6